1.
{
  "formula": "C8H20Cl8O2",
  "method": "the ωB97M-V functional and the def2-TZVPD basis",
  "energy_ev": -112893.373,
  "largest_force_ev_per_a": 2.46,
  "smiles": "ClCCl.ClCCl.ClCCl.ClCCl.CCO.CCO",
  "e_lumo_ev": 0.36,
  "e_homo_ha": -0.378,
  "spin_multiplicity": 1,
  "symbols": ["Cl", "C", "Cl", "H", "H", "Cl", "C", "Cl", "H", "H", "Cl", "C", "Cl", "H", "H", "Cl", "C", "Cl", "H", "H", "C", "C", "O", "H", "H", "H", "H", "H", "H", "C", "C", "O", "H", "H", "H", "H", "H", "H"],
  "xyz": [[-2.9881, -4.9777, 1.4400], [-3.0286, -3.3054, 0.8415], [-2.7933, -3.2354, -0.9524], [-4.0117, -2.9102, 1.1226], [-2.2098, -2.7353, 1.2788], [2.2996, -4.1698, 4.3851], [0.7138, -3.3722, 4.4651], [0.7557, -1.8139, 5.2016], [0.3371, -3.3342, 3.4713], [0.0981, -4.0473, 5.1083], [0.5856, 0.7446, 1.3678], [0.3604, 2.3824, 2.0367], [-1.0869, 3.3180, 1.4819], [0.4163, 2.3471, 3.1118], [1.1044, 3.0892, 1.6182], [0.8083, -2.4812, 0.8716], [0.6931, -2.6493, -0.8920], [2.3206, -2.7198, -1.6852], [0.1739, -3.6417, -1.0488], [0.2360, -1.8030, -1.3825], [-1.2991, 0.0210, -2.4739], [-2.0974, 1.0561, -1.7238], [-1.4093, 2.2247, -1.8966], [-1.3483, 0.2201, -3.5177], [-1.9236, -0.8755, -2.3406], [-0.2294, 0.0217, -2.2703], [-2.1958, 0.8461, -0.6354], [-3.1611, 1.0417, -2.0677], [-1.8095, 2.9467, -1.4102], [2.5082, 2.0996, -1.2427], [1.9601, 3.5473, -1.4045], [3.0745, 4.3143, -1.9296], [1.7252, 1.4851, -0.8589], [3.3751, 2.1364, -0.5822], [2.7570, 1.8251, -2.2380], [1.5166, 4.0139, -0.5543], [1.1399, 3.5145, -2.1609], [2.6325, 4.8762, -2.5341]]
}



2.
{
  "formula": "C8H20F18KO4P3",
  "method": "the ωB97M-V functional and the def2-TZVPD basis",
  "energy_ev": -109936.202,
  "total_charge": -2,
  "largest_force_ev_per_a": 3.18,
  "e_lumo_ev": 3.41,
  "e_homo_ha": -0.200,
  "spin_multiplicity": 1,
  "symbols": ["K", "P", "F", "F", "F", "F", "F", "F", "P", "F", "F", "F", "F", "F", "F", "P", "F", "F", "F", "F", "F", "F", "C", "O", "C", "C", "O", "C", "H", "H", "H", "H", "H", "H", "H", "H", "H", "H", "C", "O", "C", "C", "O", "C", "H", "H", "H", "H", "H", "H", "H", "H", "H", "H"],
  "xyz": [[0.0695, -0.7047, 0.1405], [-0.2813, -2.5312, -3.2657], [-1.6937, -2.5008, -4.1080], [0.2673, -1.3908, -4.3227], [-0.8144, -1.2943, -2.3293], [1.1227, -2.4977, -2.5200], [-1.0129, -3.4709, -2.1638], [0.1814, -3.8060, -4.1257], [-3.2357, -3.0421, 1.5172], [-2.8019, -2.9449, -0.0450], [-4.5327, -3.8880, 1.0511], [-2.6039, -4.5646, 1.6794], [-3.6502, -3.2872, 3.0409], [-1.7656, -2.3690, 1.8090], [-3.9690, -1.6007, 1.6840], [2.4784, -3.2376, 1.1525], [3.0537, -4.2445, 0.0732], [2.2576, -4.3872, 2.3097], [4.0544, -3.0116, 1.6258], [1.9219, -2.3102, 2.3790], [2.6095, -1.9809, 0.0846], [1.0017, -3.5190, 0.4481], [0.6074, 1.8431, -1.5688], [1.4481, 1.4327, -0.5212], [2.0133, 2.5024, 0.2177], [2.7238, 3.5964, -0.6534], [3.3896, 3.0142, -1.7335], [4.2710, 3.9422, -2.4633], [-0.2873, 2.3762, -1.2471], [0.2767, 0.9933, -2.1660], [1.1342, 2.4224, -2.3270], [2.7732, 2.1662, 0.9231], [1.3212, 2.9578, 0.9260], [3.3807, 4.2470, -0.0760], [1.8947, 4.2023, -1.0188], [4.5042, 3.4441, -3.4043], [5.1366, 4.3789, -1.9653], [3.6754, 4.7858, -2.8122], [-0.0553, 0.2906, 3.4117], [-0.6365, 0.9102, 2.1870], [-1.9989, 1.4252, 2.3853], [-2.6243, 1.6997, 1.0388], [-2.8258, 0.4118, 0.4829], [-3.0879, 0.3259, -0.8476], [-0.2592, 0.9676, 4.2413], [1.0166, 0.0939, 3.4329], [-0.6507, -0.5729, 3.7082], [-1.8855, 2.3273, 2.9865], [-2.5821, 0.6800, 2.9262], [-2.0895, 2.4653, 0.4767], [-3.5768, 2.2170, 1.1537], [-2.3687, 0.7088, -1.5716], [-3.9423, 0.9855, -0.9993], [-3.3527, -0.6571, -1.2373]]
}